DFT (wB97M-V/def2-TZVPD) results for C4H3InLiO as an isolated structure.

Geometry (Å):
C -0.2837 -1.2087 1.4976
C -0.8862 -2.2601 1.3044
H -1.3716 -3.2123 1.1476
Li -0.8917 -0.9993 -0.6254
O 0.6166 2.0506 0.5476
C 0.6515 1.7568 -0.6855
C 0.4217 0.5478 -1.2978
In 0.5378 0.5814 1.7602
H 0.1894 2.4683 -1.4699
H 1.0162 0.2755 -2.1788

Results
electronic energy: -11598.04351 eV
multiplicity: 2
LUMO level (spin up / spin down): -12.03 / -12.00 eV
HOMO (spin up / spin down): -17.56 / -18.95 eV
frontier orbital gap (spin up / spin down): 5.530 / 6.953 eV
net charge: +2
energy relative to the best compared isomer or geometry (same formula, charge and spin): 0.0 kJ/mol
largest force on an atom: 5.35 eV Å⁻¹